Entry from OMol25: C20H28FN3O2 in the gas phase (ωB97M-V/def2-TZVPD).

Each line ends with the natural charge from an NBO analysis.
Element x y z (Å)
1 O -5.4921 -1.1660 0.3305  -0.60
2 C -4.3480 -1.2807 -0.0448  0.67
3 C -3.6810 -2.6509 -0.2441  -0.30
4 N -2.2468 -2.5425 -0.1146  -0.47
5 C -1.4349 -3.4824 -0.8600  -0.21
6 C -0.0437 -2.8548 -1.0747  -0.41
7 C 0.1745 -1.7449 -0.0396  -0.04
8 N 1.5374 -1.2718 -0.0258  -0.62
9 C 1.8445 0.0115 -0.3350  0.71
10 O 0.9971 0.8149 -0.6682  -0.65
11 C 3.3155 0.3605 -0.1838  -0.31
12 C 3.7259 1.4018 -1.2254  -0.39
13 C 5.1713 1.8394 -1.0171  -0.39
14 C 5.3664 2.3967 0.3893  -0.40
15 C 4.9719 1.3545 1.4308  -0.39
16 C 3.5231 0.9224 1.2294  -0.39
17 C -0.2923 -2.2485 1.3267  -0.41
18 C -1.8128 -2.4619 1.2698  -0.22
19 N -3.5015 -0.2710 -0.3669  -0.62
20 C -3.6733 1.1078 -0.2718  0.16
21 C -2.5608 1.9232 -0.4863  -0.22
22 C -2.6813 3.2970 -0.4063  -0.19
23 C -3.9008 3.8847 -0.1126  -0.31
24 C -4.9886 3.0580 0.0991  0.42
25 F -6.1836 3.6170 0.3880  -0.33
26 C -4.9056 1.6811 0.0259  -0.33
27 H -4.1392 -3.3618 0.4608  0.20
28 H -3.9313 -2.9793 -1.2569  0.22
29 H -1.3431 -4.4448 -0.3299  0.17
30 H -1.9095 -3.6790 -1.8225  0.21
31 H 0.0383 -2.4315 -2.0759  0.22
32 H 0.7322 -3.6150 -0.9661  0.20
33 H -0.4168 -0.8664 -0.3143  0.23
34 H 2.2615 -1.9128 0.2562  0.39
35 H 3.9256 -0.5413 -0.3059  0.20
36 H 3.0571 2.2593 -1.1376  0.22
37 H 3.6000 0.9840 -2.2267  0.21
38 H 5.4351 2.5963 -1.7580  0.21
39 H 5.8358 0.9838 -1.1631  0.19
40 H 4.7449 3.2857 0.5152  0.20
41 H 6.4079 2.6912 0.5334  0.21
42 H 5.0950 1.7638 2.4354  0.21
43 H 5.6277 0.4847 1.3408  0.19
44 H 2.8627 1.7818 1.3622  0.21
45 H 3.2488 0.1692 1.9730  0.20
46 H -0.0405 -1.5246 2.1016  0.22
47 H 0.2211 -3.1843 1.5575  0.19
48 H -2.0905 -3.3719 1.8295  0.17
49 H -2.3319 -1.6181 1.7311  0.21
50 H -2.5706 -0.5878 -0.6250  0.43
51 H -1.5990 1.4841 -0.7090  0.22
52 H -1.8137 3.9161 -0.5732  0.22
53 H -4.0145 4.9546 -0.0461  0.23
54 H -5.7739 1.0686 0.2010  0.27

Forces on the atoms, in the same order (eV/Å):
O -0.3 0.0 0.1
C 0.3 -0.3 -0.1
C -0.1 0.0 0.1
N -0.2 -0.3 -0.1
C 0.1 -0.1 -0.1
C -0.1 0.2 0.1
C -0.1 0.0 0.1
N -0.1 -0.4 0.1
C 0.5 -0.3 0.0
O -0.2 0.5 -0.1
C -0.3 0.4 0.0
C 0.2 -0.2 0.0
C -0.2 0.2 0.0
C 0.2 -0.3 0.0
C -0.2 0.2 0.0
C 0.2 -0.2 0.0
C -0.1 0.2 -0.2
C 0.0 0.0 0.2
N 0.4 0.0 -0.2
C -0.2 0.5 0.1
C 0.0 -0.1 0.0
C -0.1 -0.1 0.0
C -0.2 0.1 0.1
C 0.3 0.0 -0.1
F 0.1 -0.1 0.0
C -0.2 0.1 0.1
H 0.0 0.1 -0.1
H 0.0 0.0 0.1
H -0.1 0.0 0.0
H 0.0 0.0 0.1
H 0.0 0.0 0.0
H 0.1 0.0 0.0
H 0.1 -0.2 0.1
H 0.1 0.1 -0.1
H 0.0 0.0 0.0
H 0.0 0.0 0.0
H -0.1 0.1 0.0
H 0.1 -0.1 0.0
H 0.1 0.0 0.0
H 0.0 0.1 0.0
H 0.0 0.1 0.0
H 0.1 -0.1 0.0
H 0.1 0.0 0.0
H -0.1 0.0 0.0
H -0.1 0.0 0.0
H 0.0 0.0 0.0
H 0.1 0.0 0.0
H -0.1 0.1 -0.1
H 0.0 0.0 0.0
H -0.2 0.0 0.1
H 0.1 -0.1 0.0
H 0.1 0.1 0.0
H 0.0 0.1 0.0
H -0.1 0.0 0.0

Calculated values
**Relative energy (zero: lowest compared OMol25 entry of this formula, charge and spin)**: 0.00 kJ/mol
**Structure (SMILES)**: O=C(CN1CCC(NC(=O)C2CCCCC2)CC1)Nc1cccc(F)c1
**Frontier orbital gap**: 8.9 eV
**Highest occupied orbital energy**: -8.375 eV

=====

Entry from OMol25: a molecular structure, C20H28GdNO2 at a distorted geometry (ωB97M-V/def2-TZVPD).

Each line ends with the Mulliken spin population.
Element x y z (Å)
1 O 0.8754 0.0381 -0.7266  0.00
2 C 0.6837 0.1775 -2.1597  0.05
3 C 2.1707 0.4051 -2.5130  0.00
4 H 0.1088 1.0538 -2.2780  -0.02
5 H 0.1174 -0.6628 -2.5561  0.00
6 C 2.3394 0.4408 -0.9054  0.03
7 H 2.5778 1.3274 -3.0496  0.00
8 H 2.4910 -0.5267 -3.0519  0.00
9 C 2.3145 1.8068 -0.1973  0.03
10 H 1.6368 2.5427 -0.7226  -0.01
11 H 3.3178 2.2558 -0.0945  0.00
12 H 1.8889 1.6654 0.8344  -0.01
13 C 3.2617 -0.6564 -0.2784  0.01
14 H 2.9832 -1.6245 -0.6786  0.00
15 H 3.1590 -0.6359 0.8337  0.00
16 H 4.3298 -0.5124 -0.5070  0.00
17 Gd -0.7238 -0.6747 0.9945  6.03
18 C -0.3979 -3.3935 0.9822  -0.07
19 C -1.8003 -3.2425 0.7784  0.03
20 C -1.9907 -2.6618 -0.5112  0.03
21 H -2.5654 -3.7233 1.3835  0.01
22 C -0.6948 -2.5160 -1.0958  -0.01
23 C 0.2901 -2.9268 -0.1696  0.05
24 H 1.3568 -3.0147 -0.3423  -0.01
25 H 0.0971 -3.9235 1.7845  -0.01
26 H -2.9232 -2.5860 -1.0597  -0.01
27 H -0.4946 -2.3554 -2.1546  0.01
28 C -0.3618 -1.5546 3.4158  -0.13
29 C 0.8954 -1.3083 2.7563  0.10
30 C 1.0519 0.0853 2.6002  0.08
31 H 1.6631 -2.0525 2.5450  0.00
32 C -0.1342 0.7160 3.0749  -0.05
33 C -0.9881 -0.2891 3.5928  0.25
34 H -1.9064 -0.1337 4.1473  0.03
35 H -1.5479 -4.7918 4.5449  0.00
36 H 1.9900 0.5559 2.3319  0.00
37 H -0.3226 1.7831 3.0601  0.02
38 O -0.8605 2.2037 -0.6427  -0.07
39 C -0.3607 3.0986 -1.8193  0.01
40 C -1.6499 3.7696 -2.4314  0.00
41 H 0.1076 2.4407 -2.6148  0.00
42 H 0.3990 3.8393 -1.4775  0.00
43 C -2.8522 3.0441 -1.7062  0.02
44 H -1.6842 3.6097 -3.5229  0.00
45 H -1.6041 4.8717 -2.2998  0.00
46 C -2.2273 1.8481 -0.9518  0.04
47 H -3.6185 2.7599 -2.4382  0.00
48 H -3.3569 3.7015 -0.9889  0.00
49 H -2.1508 0.9244 -1.6043  -0.04
50 H -2.7586 1.5554 -0.0011  0.04
51 N -1.2437 -3.9024 4.1495  0.24
52 C -0.8881 -2.8511 3.7410  0.34

Forces on the atoms, in the same order (eV/Å):
O 2.0 -0.4 -1.5
C -0.2 0.3 0.2
C 0.1 -0.4 0.9
H -0.6 0.0 -0.3
H 0.6 0.0 -0.2
C -0.6 -0.7 0.4
H -1.1 -1.2 0.7
H 0.5 0.9 0.9
C 0.2 0.6 -0.1
H 1.0 -1.1 0.6
H -0.3 -0.2 -0.1
H 0.5 0.1 -1.2
C -0.3 1.2 0.3
H -0.1 -0.1 0.1
H 0.0 -0.2 -0.9
H -0.4 0.3 -0.1
Gd -1.4 -0.4 -2.1
C -0.2 -0.5 -1.0
C 0.6 -0.4 -0.5
C 1.0 -0.8 -0.1
H 0.1 0.6 0.1
C -0.4 -0.4 -0.3
C -1.0 -0.6 0.2
H -0.2 0.2 0.1
H -0.2 0.2 0.1
H 0.1 0.2 0.2
H -0.2 0.2 0.4
C 0.0 -2.1 1.2
C 0.9 -0.4 0.9
C -0.2 0.4 1.3
H -0.4 0.2 0.1
C 1.0 -0.1 0.5
C -0.2 0.5 0.4
H 0.0 0.0 -0.4
H 0.5 1.2 -0.4
H -0.4 0.0 -0.1
H 0.0 -0.2 0.1
O 0.3 2.2 -1.9
C -1.3 -0.6 0.2
C 0.4 -0.4 0.6
H -0.5 1.3 1.1
H -0.8 -0.7 0.2
C 0.3 0.4 -0.1
H 0.0 -0.1 0.5
H -0.3 -0.7 0.2
C 0.5 -0.6 -0.7
H 0.2 -0.2 0.2
H 0.3 0.0 -0.1
H -0.5 0.8 0.5
H 0.6 0.4 -0.9
N -0.8 -2.1 0.7
C 0.9 3.2 -0.7

Calculated values
**Spin multiplicity**: 8
**Frontier orbital gap (spin up / spin down)**: 4.6 / 7.7 eV
**Highest occupied orbital energy (spin up / spin down)**: -4.081 / -7.225 eV